Record 1
Formula: C5H10O2S
Source: the OMol25 dataset
Level of theory: ωB97M-V/def2-TZVPD

Geometry as XYZ:
```
18
Properties=species:S:1:pos:R:3:forces:R:3
C 0.4153 1.3806 0.4880 -1.3 -1.0 0.9
C -0.9185 1.2390 -0.3121 0.6 0.3 0.6
O -0.9916 0.0877 -1.0657 0.3 0.3 -2.7
C -1.4930 -1.0400 -0.4951 -0.8 -0.5 -1.0
O -0.7519 -1.3817 0.5947 -1.0 0.2 1.0
C 0.5617 -1.7860 0.3886 0.5 0.9 1.0
S 1.6514 -0.8720 -0.7419 -0.2 -1.5 -0.5
C 1.6862 0.7634 -0.1047 0.5 1.8 -0.2
H 0.5393 2.4263 0.6975 0.4 0.7 -0.1
H 0.1632 0.9495 1.5033 0.7 0.1 -1.0
H -1.7026 1.1365 0.4089 -0.7 0.6 0.8
H -1.1362 2.0932 -0.9680 0.3 -0.2 0.1
H -1.5235 -1.8285 -1.2781 0.4 0.3 0.2
H -2.5331 -0.8761 -0.2067 -0.1 -0.1 0.6
H 0.9022 -1.7165 1.4235 0.7 -0.4 -0.2
H 0.5341 -2.7839 0.0296 0.5 -1.1 -0.4
H 2.0802 1.3795 -0.9531 -0.6 -0.4 0.4
H 2.5167 0.8292 0.5911 -0.1 0.1 0.6
```
Forces are in eV/Å.

The HOMO energy is -0.3022 Ha. Its energy relative to the best compared isomer or geometry (same formula, charge and spin) is 42.82 kcal/mol. The value obtained for the LUMO energy is 0.889 eV. The orbital gap comes out at 9.111 eV. As for the SMILES: C1COCOCSC1.


Record 2
Formula: C27H46N3O5P2
Source: the OMol25 dataset
Level of theory: ωB97M-V/def2-TZVPD

Geometry as XYZ:
```
83
Properties=species:S:1:pos:R:3:forces:R:3
C 4.9786 3.8397 -0.5909 -0.2 0.0 0.0
C 3.5141 4.1921 -0.8178 0.4 0.4 -0.7
O 2.6803 3.0845 -1.2172 0.0 -0.3 0.1
P 2.4423 1.9734 -0.1018 -0.2 0.3 0.3
O 2.6220 2.4990 1.2535 0.1 0.1 0.7
C 0.7678 1.2960 -0.3057 0.9 0.5 -1.0
C 0.0764 1.7865 -1.5784 -0.4 -0.1 -0.1
C -1.4641 1.7902 -1.5927 0.3 -0.4 0.2
C -2.2761 0.7880 -0.7177 -0.1 0.7 0.0
P -1.7259 -1.0074 -0.7948 -0.6 -1.0 0.0
C -0.8101 -1.4276 0.7469 0.3 0.6 -0.5
O -0.4927 -1.1373 -1.9215 -0.2 0.6 0.0
C -2.3916 1.3583 0.7253 -0.2 -0.3 -0.6
C -3.7493 1.9187 1.1516 0.6 0.4 1.8
C -4.0169 3.3329 0.6029 -0.5 -1.0 -0.6
C -3.6788 2.0579 2.7077 -0.3 -0.2 -0.4
N -4.8713 1.0144 0.8571 0.2 0.9 -1.2
O -5.9994 1.4669 1.2512 0.0 -0.5 0.3
C -4.8626 0.3495 -0.4880 -1.5 -0.3 0.0
C -4.9880 -1.1784 -0.2910 0.4 0.5 -0.4
C -6.1340 0.7698 -1.2446 0.6 -0.2 -0.5
C -3.6993 0.7742 -1.3723 1.2 -0.4 0.7
O 3.4949 0.8400 -0.4990 -0.5 -0.1 0.0
C 3.5450 -0.2798 0.4043 0.9 -0.5 0.0
C 4.4058 -0.0396 1.6275 -0.6 -0.3 0.0
H 5.3346 4.3933 0.2665 0.3 0.0 0.2
H 5.1292 2.7832 -0.4137 0.0 -0.2 0.2
H 5.5718 4.1044 -1.4554 0.2 0.1 -0.2
H 3.4702 4.8821 -1.6518 -0.2 0.1 -0.3
H 3.0927 4.7218 0.0215 -0.3 -0.3 0.5
H 0.9233 0.2342 -0.4156 -0.3 -0.4 0.3
H 0.2773 1.5488 0.6203 -0.2 0.0 0.2
H 0.4225 1.1549 -2.3850 0.1 -0.2 -0.2
H 0.4113 2.7791 -1.8464 0.0 0.3 0.1
H -1.7913 1.6778 -2.6235 0.0 -0.1 -0.3
H -1.7976 2.7806 -1.3006 -0.2 0.2 0.1
H -1.4201 -2.0908 1.3396 -0.2 -0.1 0.2
H -0.5020 -0.5703 1.3328 0.0 0.1 0.2
H 0.0928 -1.9519 0.4547 0.1 -0.3 -0.1
H -0.9237 -1.0895 -2.7894 0.3 -0.2 0.2
H -2.0705 0.6612 1.4918 0.0 -0.3 0.0
H -1.7215 2.2029 0.7957 0.3 0.2 0.2
H -3.0986 3.9012 0.5763 0.1 0.3 0.0
H -4.7723 3.8061 1.2081 -0.1 0.3 0.2
H -4.4520 3.2488 -0.3885 0.2 0.3 -0.3
H -4.4226 1.4185 3.1610 -0.1 -0.3 0.1
H -2.7066 1.7883 3.1016 0.2 0.1 0.1
H -3.9346 3.0589 3.0178 0.1 0.3 0.1
H -4.4770 -1.5115 0.6021 0.1 -0.2 0.2
H -4.5536 -1.6565 -1.1560 0.2 -0.4 -0.1
H -6.0318 -1.4579 -0.2894 -0.3 -0.1 0.5
H -6.0183 0.3775 -2.2536 0.0 -0.1 -0.2
H -7.0195 0.3108 -0.8383 -0.3 0.2 0.3
H -6.2172 1.8454 -1.3382 -0.2 0.2 0.2
H -3.8574 1.7490 -1.8190 -0.3 0.3 0.1
H -3.6412 0.0604 -2.1881 -0.2 -0.1 -0.3
H 4.0090 -1.0798 -0.1594 0.0 -0.1 -0.4
H 2.5623 -0.6478 0.6942 -0.3 0.3 -0.1
H 4.6463 -1.0230 2.0231 0.2 -0.2 0.1
H 5.3205 0.4718 1.3626 0.2 0.2 0.0
H 3.8411 0.4761 2.3913 0.1 0.4 0.1
N -4.6503 -5.6236 -1.0858 0.0 0.0 0.1
C -3.5391 -5.2086 -0.4813 0.0 0.1 -0.1
C -3.1807 -5.5751 0.8072 0.0 0.0 0.0
C -4.0250 -6.4186 1.5098 0.0 0.0 0.1
C -5.1862 -6.8596 0.8971 0.0 0.0 0.0
C -5.4493 -6.4351 -0.3964 0.0 0.0 -0.1
H -2.9098 -4.5451 -1.0655 0.0 0.0 0.1
H -2.2633 -5.2077 1.2467 0.0 0.0 0.0
H -3.7821 -6.7276 2.5184 0.0 0.0 0.0
H -5.8740 -7.5184 1.4090 0.0 0.0 0.0
H -6.3458 -6.7586 -0.9141 0.0 0.0 0.0
N 7.7886 0.1160 0.4339 0.1 0.0 -0.1
C 8.3080 -0.9532 1.0327 -0.1 0.0 0.1
C 9.4483 -1.6055 0.5899 0.0 0.0 0.0
C 10.0837 -1.1221 -0.5419 0.0 0.0 0.0
C 9.5561 -0.0115 -1.1793 0.0 0.0 0.0
C 8.4125 0.5680 -0.6517 -0.1 0.1 0.0
H 7.7768 -1.2995 1.9131 0.0 0.0 0.0
H 9.8265 -2.4694 1.1189 0.0 0.0 0.0
H 10.9761 -1.6033 -0.9211 0.0 0.0 0.0
H 10.0196 0.3983 -2.0660 0.0 0.0 0.0
H 7.9671 1.4407 -1.1172 0.0 0.0 0.0
```
Forces are in eV/Å.

The HOMO energy (spin up / spin down) is -0.3003 / -0.3010 Ha. Its spin multiplicity is 2. The value obtained for the LUMO energy (spin up / spin down) is 0.507 / 0.452 eV. The orbital gap (spin up / spin down) comes out at 8.679 / 8.642 eV.


Record 3
Formula: C57H120Cl18N6O12
Source: the OMol25 dataset
Level of theory: ωB97M-V/def2-TZVPD

Geometry as XYZ:
```
213
Properties=species:S:1:pos:R:3:forces:R:3
C 3.0527 -2.6472 -5.5012 -0.1 1.1 0.9
C 1.6376 -3.0940 -5.8945 1.7 -0.3 -0.6
C 0.6864 -1.9601 -5.8669 -2.6 -0.5 -0.2
C 0.4919 -1.3584 -4.5375 0.6 -0.8 -2.5
N 0.4120 -0.8427 -3.5322 -0.3 0.8 2.1
H 3.6707 -3.5081 -5.5812 1.0 -0.5 -0.2
H 3.1937 -2.2710 -4.4462 -0.6 -0.4 -0.9
H 3.4145 -1.8037 -6.1489 -0.3 -0.9 0.3
H 1.2685 -3.9338 -5.3361 0.0 -0.2 0.7
H 1.7687 -3.5137 -6.9099 -0.5 0.5 0.2
H -0.3169 -2.2871 -6.2356 0.4 0.1 0.6
H 0.9266 -1.2380 -6.6071 0.6 1.2 -0.3
C -5.0365 -0.4356 -2.8925 -1.2 0.8 0.3
C -4.2782 -1.6257 -2.4001 2.0 0.2 -1.6
C -2.8322 -1.5089 -2.9947 -0.1 -1.1 -0.4
C -2.8377 -1.7174 -4.4503 0.0 -1.5 -3.1
N -2.8655 -1.9978 -5.5961 0.1 0.9 3.3
H -4.7345 0.4529 -2.3117 -0.1 -0.2 -0.3
H -6.1354 -0.5044 -2.8531 0.4 -0.2 0.4
H -4.8651 -0.2374 -3.9381 0.4 0.1 -0.5
H -4.6450 -2.5831 -2.7274 -0.5 -0.3 0.1
H -4.0831 -1.5997 -1.3661 -0.3 -0.2 1.5
H -2.0863 -2.1908 -2.5465 -0.6 0.0 -0.2
H -2.3895 -0.5570 -2.8562 0.2 1.3 0.5
C -4.5706 3.0165 0.6401 0.5 -1.5 -0.2
C -3.6479 2.5954 -0.4801 0.5 1.9 0.0
C -2.5049 3.6214 -0.5823 0.0 0.8 -1.8
C -2.8469 5.0499 -0.9737 0.2 -0.9 0.2
N -2.9724 6.1352 -1.3442 -0.2 -0.6 0.4
H -5.3762 2.3214 0.6314 -0.8 -0.5 0.5
H -5.0400 3.9634 0.4971 0.2 1.0 0.0
H -4.0097 2.8874 1.5707 -0.7 0.6 -0.1
H -4.1349 2.4585 -1.4442 -0.1 0.3 -0.1
H -3.1243 1.6806 -0.2985 0.1 -0.9 0.5
H -1.8778 3.2739 -1.4102 0.3 0.3 0.1
H -1.8603 3.6619 0.2869 -0.1 0.0 0.4
C 7.4264 7.0810 -0.3841 0.9 -1.1 2.1
C 7.7524 5.5942 -0.6590 0.9 0.2 -1.3
C 6.7767 4.6458 -0.0169 -2.5 0.2 -0.3
C 5.3842 5.0328 -0.5380 2.2 -1.0 1.5
N 4.3068 5.2695 -0.8208 -1.2 0.3 -0.6
H 6.4300 7.3687 -0.7051 0.1 0.0 -0.3
H 8.2303 7.7111 -0.7776 -0.4 0.0 0.0
H 7.4553 7.1267 0.7319 -0.1 0.7 -0.6
H 8.7958 5.3137 -0.4039 -0.6 0.4 0.0
H 7.6712 5.5371 -1.7362 0.2 -0.6 -0.5
H 6.7521 4.8370 1.0462 -0.2 0.1 0.5
H 6.8013 3.5353 -0.0996 0.7 0.8 -0.5
C 0.3030 1.6661 -0.5787 0.1 -0.9 0.9
C 1.2799 0.4980 -0.2920 1.3 1.4 0.1
C 0.8000 -0.5140 0.7178 -0.9 0.0 -0.2
C -0.5698 -0.9713 0.3661 0.2 -0.2 0.4
N -1.6633 -1.2656 0.1534 0.4 0.0 -0.2
H -0.6879 1.2233 -0.6978 -0.2 0.3 0.0
H 0.5864 2.0707 -1.5321 0.0 0.7 -0.3
H 0.2668 2.4416 0.2428 0.1 -0.8 -0.9
H 2.2033 0.9305 0.1481 -0.4 -0.3 -0.2
H 1.6454 0.0077 -1.2031 -0.5 0.1 0.0
H 0.7437 -0.0354 1.7042 0.0 -0.3 0.0
H 1.4872 -1.3571 0.7482 -0.1 -0.1 0.2
C -5.6161 -0.1671 1.0407 -1.6 -0.7 -0.4
C -6.7336 -0.5295 0.0129 -1.5 -0.7 1.7
C -7.4217 0.6052 -0.7684 0.9 0.5 2.1
C -8.1157 1.4734 0.2423 -0.4 -0.1 -0.1
N -8.6215 2.0858 1.0842 0.5 -0.6 -0.9
H -4.7685 0.1625 0.4913 1.0 0.5 -0.2
H -5.3658 -1.1280 1.4969 0.1 0.2 0.3
H -5.9147 0.5745 1.8145 0.2 -0.6 -0.6
H -7.5785 -1.0275 0.5885 0.9 0.4 -0.5
H -6.4089 -1.3112 -0.6691 0.3 0.1 -0.2
H -8.0603 0.1634 -1.5018 -0.7 0.2 -0.4
H -6.6461 1.2071 -1.2113 0.1 0.4 -0.6
C 2.6055 3.7064 -6.2382 -0.7 -0.2 -0.4
O 3.3350 2.9505 -5.3328 0.2 -1.0 0.1
C 2.9253 1.5585 -5.2647 -0.1 1.7 0.2
C 3.9240 0.9728 -4.2869 -1.5 -0.5 0.8
O 3.4792 0.8769 -2.9398 0.1 1.0 0.6
C 3.4538 2.1774 -2.3520 -0.1 0.7 1.7
H 2.7433 4.7374 -5.9730 0.0 0.6 0.0
H 1.5488 3.4238 -6.1348 -0.2 0.3 -0.3
H 2.9017 3.5728 -7.2900 0.0 -0.2 0.2
H 3.0241 1.0986 -6.2630 -0.1 0.1 0.2
H 1.8372 1.5385 -4.9380 1.2 -0.4 -0.2
H 4.7910 1.5757 -4.2696 1.2 0.7 -0.5
H 4.1482 -0.0144 -4.5787 0.5 -1.3 -0.3
H 2.8985 2.8897 -2.9501 -0.2 0.0 -0.3
H 4.4169 2.7004 -2.0907 -0.1 -1.0 -0.9
H 2.9832 2.1751 -1.3373 0.0 -0.6 -0.9
C 4.3635 4.6299 4.1311 -0.6 -0.8 0.0
O 4.5719 4.0112 2.8707 -0.2 1.2 0.3
C 3.9414 2.7826 2.7068 -0.5 -0.2 -0.2
C 4.6877 2.1030 1.6198 1.7 -0.6 -0.8
O 4.1729 0.8111 1.4357 0.6 -1.4 -0.1
C 5.0198 -0.0723 0.6411 -0.9 0.7 -0.5
H 3.3709 4.5502 4.5722 -0.6 -0.4 -0.5
H 4.5159 5.6860 4.1096 0.7 0.6 -0.4
H 4.9939 4.1228 4.8246 0.8 0.0 0.9
H 2.9113 2.8827 2.3873 -0.5 0.3 0.1
H 3.9334 2.1536 3.6052 0.2 0.1 0.1
H 5.7542 2.0573 1.9318 -0.3 -0.1 -0.1
H 4.6858 2.6659 0.6663 -0.3 0.0 0.3
H 4.8667 0.2325 -0.4232 0.4 -0.4 0.5
H 4.6962 -1.1223 0.7659 -0.2 0.7 0.1
H 6.0865 -0.0358 0.9073 -0.3 0.4 0.1
C -4.1322 5.8840 3.2190 -1.7 -0.6 1.2
O -2.7776 5.6739 3.1671 1.4 -0.3 0.6
C -2.0273 6.7174 2.5794 -1.2 0.7 -0.6
C -0.5678 6.4726 2.8028 0.5 0.4 -2.9
O -0.1255 5.4777 1.8435 -1.7 1.2 0.3
C 1.2267 5.2639 1.9379 0.9 -0.1 -1.0
H -4.5119 6.6614 3.9230 0.8 -0.1 -0.1
H -4.6070 4.9320 3.5534 0.4 0.6 -0.4
H -4.5420 6.1538 2.2725 -0.3 0.1 -1.1
H -2.3757 7.6847 2.9708 0.4 0.0 0.4
H -2.3151 6.7726 1.5181 0.5 -0.1 -0.1
H -0.4561 6.0913 3.7520 0.4 -1.0 2.4
H 0.1042 7.3711 2.7205 -0.9 -0.5 -0.2
H 1.8097 6.2057 1.8103 -0.2 -0.5 0.0
H 1.4794 4.5679 1.1021 0.2 0.4 0.8
H 1.4165 4.8426 2.9122 0.7 -0.4 0.4
C -6.9670 -7.8559 -0.8700 0.7 -0.1 0.6
O -6.0841 -7.8120 0.2295 0.1 1.9 0.7
C -6.1767 -6.5259 0.9068 0.0 -0.8 0.3
C -5.3706 -5.3480 0.3285 -1.8 0.4 -1.4
O -4.1709 -5.2517 0.9970 0.8 -0.1 0.8
C -3.3273 -4.2474 0.5209 1.8 -0.2 0.5
H -6.7368 -8.8106 -1.3140 -0.2 0.0 -0.8
H -6.8713 -6.9785 -1.4898 0.5 0.1 -0.8
H -7.9860 -7.8215 -0.5582 -1.1 -0.3 0.5
H -5.8349 -6.6982 1.9114 0.9 -0.2 0.4
H -7.2156 -6.3060 1.1673 -0.3 0.3 -1.0
H -5.9251 -4.3766 0.4080 0.0 -0.6 0.3
H -5.2663 -5.4403 -0.7919 0.3 -0.3 0.8
H -3.2587 -4.2958 -0.5361 -0.1 0.1 -1.3
H -2.2901 -4.4101 0.8810 -0.6 -0.4 0.0
H -3.4895 -3.2177 0.8115 -1.0 0.4 0.3
C -4.7306 1.4717 4.7264 -0.8 0.6 -0.5
O -4.1274 1.9200 3.4610 -1.4 -0.6 2.1
C -2.7728 1.6514 3.3366 1.1 -0.2 -0.3
C -2.4070 0.1860 3.1497 0.4 -0.4 -0.5
O -2.2477 -0.4656 4.4015 0.0 -0.1 -0.3
C -1.5240 -1.6665 4.2782 -0.3 -1.0 0.5
H -4.9234 2.3260 5.4136 0.3 -0.3 -0.6
H -4.1359 0.7411 5.2450 0.5 -0.2 0.0
H -5.7165 0.9850 4.5386 0.7 0.5 -0.3
H -2.1062 2.1236 4.0970 -0.7 -0.3 -0.1
H -2.5182 2.1244 2.3969 0.4 0.3 -0.3
H -1.4807 0.0734 2.5226 -0.4 0.4 0.8
H -3.1532 -0.3406 2.5282 -0.2 0.2 0.3
H -0.4681 -1.4378 4.0855 0.1 -0.1 -0.3
H -1.9198 -2.3852 3.4869 0.4 1.0 0.7
H -1.5638 -2.2076 5.2503 -0.1 0.6 -0.7
C 4.6100 -4.4437 2.1774 2.5 -0.4 1.1
O 4.1994 -5.7539 2.2312 -2.1 -1.5 0.1
C 3.7929 -6.2752 0.9793 2.2 -1.3 0.3
C 3.3245 -7.6929 1.0681 1.4 -1.4 -0.2
O 1.9859 -7.8417 1.4542 0.4 0.4 0.1
C 1.6668 -9.1754 1.7625 -1.4 0.0 0.8
H 4.7615 -4.1865 3.2386 -0.8 0.7 -0.5
H 3.9864 -3.8403 1.5467 -0.4 0.8 0.0
H 5.6716 -4.4537 1.8409 -0.4 0.5 -0.6
H 4.7458 -6.2993 0.3929 -0.9 0.1 -0.3
H 3.0050 -5.7972 0.4759 -0.9 1.7 -0.6
H 4.0928 -8.2498 1.6826 -1.1 0.3 0.0
H 3.4228 -8.1545 0.0672 0.1 0.3 0.0
H 2.2179 -9.4508 2.6720 -0.1 -0.3 -0.1
H 1.9037 -9.9174 0.9631 -0.3 0.6 0.3
H 0.5509 -9.1393 2.0104 1.5 -0.5 -0.5
C 1.4088 5.4772 -3.1086 0.2 1.2 -0.4
Cl -0.2700 5.8512 -2.7444 0.1 -0.5 0.2
Cl 2.1214 6.9188 -3.9302 0.1 -0.5 0.1
H 2.0066 5.2718 -2.2502 0.1 0.2 0.9
H 1.5226 4.6360 -3.7505 -0.3 -0.5 -0.8
C 3.2424 -0.9522 4.8183 0.7 0.6 0.6
Cl 4.8626 -1.3979 4.2803 0.3 0.0 0.2
Cl 2.6383 -1.9677 6.1308 0.0 0.1 0.2
H 3.2597 0.1126 5.1307 -0.1 -0.8 -0.2
H 2.6313 -1.1614 3.9838 -0.9 0.3 -0.8
C 0.8674 1.4992 5.5298 -0.8 0.3 -0.7
Cl 2.1636 2.3498 6.3121 0.5 0.1 0.2
Cl 0.6866 1.8983 3.8048 0.2 0.1 -0.1
H 0.9896 0.4403 5.5583 0.2 -0.6 0.4
H -0.0633 1.7939 5.9754 -0.3 0.0 0.3
C 8.7764 0.1558 -1.1714 -0.6 -0.3 -0.3
Cl 8.0684 1.4564 -2.1657 0.0 -0.3 0.1
Cl 8.9639 0.6395 0.4931 0.2 0.3 0.6
H 8.1011 -0.7107 -1.1588 0.3 0.4 -0.3
H 9.7442 -0.0917 -1.5800 0.1 0.0 -0.1
C -1.5690 2.2775 -4.7990 0.1 -0.2 0.4
Cl -2.9362 3.3316 -4.9866 -0.5 1.0 -0.4
Cl -1.4662 1.1154 -6.1346 0.3 0.2 0.1
H -0.6298 2.8307 -4.6429 -0.5 -0.2 -0.4
H -1.8644 1.7633 -3.9037 0.6 -0.7 0.3
C -4.6673 -3.9950 3.8479 0.3 -0.5 1.1
Cl -3.9492 -3.9632 5.5139 -0.5 0.3 0.0
Cl -6.2616 -3.2377 3.6939 0.3 0.2 0.1
H -3.8979 -3.4556 3.2750 -0.8 -0.7 -0.3
H -4.8532 -5.0738 3.7426 0.6 0.7 -0.8
C 1.1823 -4.2798 3.6618 -1.5 2.2 -0.8
Cl 0.5498 -3.8489 1.9375 0.5 -0.4 1.6
Cl -0.1406 -4.4590 4.8442 0.8 -0.1 -0.7
H 1.7454 -5.1346 3.5639 0.8 -2.2 -0.3
H 1.8577 -3.4733 3.9325 -0.4 0.2 0.1
C 2.0216 -3.5917 -1.8301 1.0 -0.1 -0.3
Cl 3.7220 -3.1653 -1.6430 0.8 0.4 0.2
Cl 1.9382 -4.9950 -2.9045 -0.5 0.0 0.2
H 1.7105 -3.8230 -0.8348 -0.7 -0.3 0.3
H 1.5723 -2.7123 -2.2528 -0.6 0.0 -0.2
C -3.6818 -5.4614 -4.6549 0.0 -0.4 0.6
Cl -2.4204 -5.4236 -3.3634 -0.5 -0.1 -0.5
Cl -5.2863 -4.9886 -4.0283 0.4 -0.2 -0.2
H -3.3757 -4.7466 -5.3904 0.0 0.4 -0.3
H -3.7565 -6.4710 -5.0792 0.1 0.4 0.4
```
Forces are in eV/Å.

The HOMO energy is -0.3472 Ha. The value obtained for the LUMO energy is 0.099 eV. The orbital gap comes out at 9.546 eV.


Record 4
Formula: C3H6F2O3
Source: the OMol25 dataset
Level of theory: ωB97M-V/def2-TZVPD

Geometry as XYZ:
```
14
Properties=species:S:1:pos:R:3:forces:R:3
C 1.4743 1.1398 -1.1177 1.6 2.3 -1.2
C -0.2627 -1.7360 0.1821 -0.9 -2.5 -0.7
C -0.1633 -0.4623 -0.5222 -0.3 2.0 -2.7
O -1.0958 -1.7359 1.3143 0.3 0.7 -0.3
O -1.0496 1.5459 1.0515 3.7 -0.4 -2.8
O 0.8244 0.3668 -0.3772 -1.3 -3.9 3.0
F 1.0231 -2.2283 0.5178 -0.8 0.7 0.2
F -0.7855 -0.2750 -1.7731 0.8 -0.9 1.6
H 1.2244 1.2881 -2.1138 -0.6 0.2 -1.6
H 2.2789 1.6437 -0.6441 0.5 0.2 0.3
H -0.0462 1.8354 0.6947 -4.4 -0.6 2.2
H -0.6286 -2.5613 -0.5971 0.3 1.8 1.7
H -1.3861 -0.8262 1.6013 0.9 -1.0 -0.9
H -1.4073 2.0053 1.7834 0.3 1.3 1.1
```
Forces are in eV/Å.

The HOMO energy (spin up / spin down) is -0.2938 / -0.2994 Ha. Its energy relative to the best compared isomer or geometry (same formula, charge and spin) is 100.74 kcal/mol. The value obtained for the LUMO energy (spin up / spin down) is 0.255 / 0.188 eV. The orbital gap (spin up / spin down) comes out at 8.250 / 8.337 eV.


Ordered max |F| results: 2.76; 1.94; 3.43; 5.05; unit eV/A.